C24H23BrN2O5 | ωB97M-V/def2-TZVPD

As for the SMILES: CC(C)(C)c1ccc(OCC(=O)N/N=C/c2cc(Br)ccc2OC(=O)c2ccco2)cc1. The value obtained for the HOMO energy is -8.614 eV. As for the multiplicity: 1.

The geometry in XYZ format:
```
55
Properties=species:S:1:pos:R:3:forces:R:3:mulliken_charge:R:1
C 2.290867 1.573022 3.350146 -0.181 0.100 -0.171 -2.071
H 2.386213 0.522198 3.085287 0.011 -0.125 0.024 0.275
H 1.827459 1.655429 4.330313 -0.030 -0.041 0.150 0.444
H 3.291172 1.995902 3.417207 0.101 0.048 0.007 0.463
C 1.485911 2.336198 2.294601 0.178 0.079 0.022 2.456
C 0.076154 1.791112 2.130544 0.019 -0.003 0.011 0.395
C -0.774674 2.354817 1.185691 0.039 -0.072 0.086 -0.440
C -2.062343 1.891411 0.982174 -0.313 -0.044 -0.029 -0.578
C -2.540181 0.834509 1.745272 0.199 0.002 0.259 -0.007
C -1.707103 0.264839 2.703189 -0.350 -0.031 -0.166 -1.201
C -0.422965 0.736657 2.887957 0.008 0.067 -0.080 0.076
H 0.185836 0.260068 3.638187 0.108 -0.036 0.087 0.451
H -2.086499 -0.555022 3.292998 -0.046 -0.105 0.073 0.451
O -3.782332 0.257711 1.616248 0.309 -0.106 0.145 -0.542
C -4.656873 0.731116 0.623682 -0.346 0.196 -0.213 -0.382
C -4.230486 0.449748 -0.824008 0.168 -0.080 0.119 0.437
O -4.797083 0.939046 -1.766636 -0.196 0.140 -0.028 -0.596
N -3.164400 -0.400483 -0.907051 0.366 -0.395 1.116 0.247
N -2.594607 -0.745840 -2.067124 0.084 -0.006 -0.989 -0.859
C -1.454193 -1.307614 -2.028856 -0.261 0.263 0.992 -0.109
C -0.805384 -1.763842 -3.239935 0.567 -0.236 -0.566 0.817
C -1.539568 -1.859489 -4.424405 0.179 -0.048 0.043 -0.494
C -0.934652 -2.309564 -5.578465 -0.021 -0.002 -0.121 -0.239
C 0.403908 -2.674356 -5.598810 -0.146 0.053 0.026 -0.467
C 1.141738 -2.573217 -4.435039 0.004 0.067 0.311 -0.618
C 0.549927 -2.121326 -3.264908 -0.528 -0.126 -0.358 0.191
O 1.368734 -1.952188 -2.153736 0.078 0.279 -0.036 -0.328
C 1.185961 -2.739666 -1.065628 -0.252 -0.580 0.188 0.397
O 0.389801 -3.637830 -1.003668 0.169 0.253 0.019 -0.542
C 2.097981 -2.318424 -0.001783 0.668 0.826 -0.350 0.081
C 3.091524 -1.365870 0.004080 -0.678 -0.612 -0.180 -0.349
C 3.642396 -1.387997 1.298894 -0.180 -0.385 0.413 -0.437
C 2.945374 -2.344989 1.982718 0.692 0.625 0.051 -0.484
O 2.019676 -2.908486 1.209722 -0.513 -0.430 -0.165 -0.375
H 3.023772 -2.695643 2.993504 -0.085 -0.127 0.098 0.502
H 4.441313 -0.780763 1.671287 0.161 0.096 0.150 0.528
H 3.379115 -0.747468 -0.821044 0.003 0.108 -0.197 0.653
H 2.186631 -2.841310 -4.422361 0.107 -0.021 0.018 0.464
H 0.860153 -3.031467 -6.508624 0.027 -0.016 -0.056 0.426
Br -1.951441 -2.438680 -7.175834 0.049 0.009 0.089 -0.190
H -2.579089 -1.573028 -4.404156 -0.085 -0.011 -0.040 0.604
H -0.941514 -1.472385 -1.074930 -0.126 0.045 -0.071 0.371
H -2.722598 -0.712836 -0.038423 -0.227 0.160 -0.342 0.398
H -4.849788 1.806813 0.722696 0.063 -0.140 -0.083 0.316
H -5.600738 0.204354 0.797222 0.124 0.121 -0.088 0.341
H -2.673756 2.355884 0.223516 -0.067 0.044 -0.071 0.377
H -0.436508 3.178151 0.575524 0.063 0.094 -0.069 0.355
C 1.406031 3.808199 2.722106 0.038 -0.184 -0.042 -1.804
H 0.868121 3.897327 3.663498 -0.053 0.049 0.102 0.402
H 0.891006 4.408864 1.977767 -0.062 0.101 -0.078 0.330
H 2.406266 4.214437 2.855856 0.127 0.082 0.011 0.466
C 2.225664 2.221367 0.954275 -0.078 0.007 0.165 -1.609
H 2.241161 1.185101 0.623012 0.009 -0.081 -0.056 0.158
H 1.747146 2.819340 0.183978 -0.042 0.065 -0.123 0.354
H 3.251761 2.566162 1.062272 0.151 0.067 -0.007 0.498
```
Positions in Å, forces in eV/Å.

C24H23BrO10 | ωB97M-V/def2-TZVPD

As for the SMILES: O=C1C=CC(=O)C=C1.O=C1C=CC(=O)C=C1.O=C1C=CC(=O)C=C1.COCCCCOC(=O)OBr. The value obtained for the HOMO energy is -9.809 eV. As for the multiplicity: 1. As for the energy above the lowest of the compared OMol25 structures with the same formula, charge and spin: 10.1 kcal/mol.

The geometry in XYZ format:
```
58
Properties=species:S:1:pos:R:3:forces:R:3:mulliken_charge:R:1
C 3.920013 -3.562105 -2.618923 -0.238 0.142 0.469 -0.743
O 3.234026 -2.331387 -2.460559 -0.031 -0.146 -0.225 -0.252
C 2.547399 -1.956373 -3.646771 -0.032 0.499 -0.373 -0.633
C 1.125863 -1.442023 -3.393107 0.449 0.228 0.552 -0.862
C 0.407608 -2.050522 -2.187004 0.080 -0.639 -1.087 0.111
C 0.456937 -3.570187 -2.115551 0.583 0.409 0.873 -0.559
O 0.343905 -4.233165 -3.396847 -0.126 0.543 1.718 -0.390
C -0.865455 -4.400594 -3.884091 0.282 0.708 1.870 0.745
O -1.009915 -4.766484 -4.962522 -0.753 -1.543 -4.530 -0.484
O -1.958944 -4.178646 -3.065775 0.116 0.762 0.881 -0.386
Br -2.900665 -2.716709 -3.645566 -0.016 -0.335 0.070 0.082
H 4.465574 -3.611443 -3.559164 0.100 0.021 -0.105 0.347
H 3.209757 -4.390554 -2.558769 0.065 -0.168 -0.191 0.270
H 4.614535 -3.655608 -1.788623 0.120 0.019 0.041 0.252
H 2.550823 -2.756550 -4.385080 -0.123 -0.353 0.167 0.391
H 3.103998 -1.135222 -4.108499 0.127 -0.006 -0.083 0.388
H 0.543255 -1.515653 -4.308615 -0.048 -0.221 -0.123 0.303
H 1.212853 -0.375533 -3.188771 -0.140 0.173 0.011 0.452
H 0.859409 -1.670469 -1.283582 -0.071 0.021 0.305 0.287
H -0.631484 -1.754086 -2.231462 -0.186 0.322 0.208 0.045
H 1.407637 -3.866967 -1.697963 0.283 -0.207 -0.248 0.259
H -0.279400 -3.902219 -1.392729 -0.318 -0.329 -0.238 0.395
C -4.064408 1.071179 -0.090142 -0.004 -0.067 -0.015 -0.433
C -3.094645 0.161283 -0.126913 -0.071 0.004 0.000 -0.369
C -1.665229 0.559562 -0.120448 0.035 -0.051 0.002 0.353
O -0.782317 -0.270280 -0.156842 -0.095 0.150 0.153 -0.479
C -1.358625 2.010698 -0.070336 -0.004 0.072 -0.004 -0.377
C -2.328448 2.920294 -0.033486 0.062 0.000 0.005 -0.297
C -3.757570 2.521465 -0.039607 -0.028 0.028 -0.013 0.331
O -4.642470 3.350994 -0.003672 0.023 -0.007 0.045 -0.547
H -5.112899 0.801555 -0.094605 -0.009 0.043 0.003 0.442
H -3.297877 -0.901741 -0.163534 0.046 -0.006 -0.004 0.475
H -0.310196 2.280736 -0.066086 0.008 -0.040 -0.002 0.438
H -2.125203 3.983363 0.002765 -0.041 0.006 -0.001 0.449
C -4.163066 5.308674 3.158116 -0.004 0.015 -0.065 -0.270
C -4.625920 5.992333 2.114927 -0.001 -0.046 -0.061 -0.224
C -4.917900 7.444334 2.216008 -0.021 0.021 -0.027 0.257
O -5.341041 8.069623 1.267821 0.021 -0.005 0.027 -0.537
C -4.672107 8.102403 3.524028 0.019 0.012 0.074 -0.378
C -4.209200 7.417160 4.566041 -0.024 0.070 -0.032 -0.391
C -3.917157 5.965486 4.465007 0.027 -0.065 0.058 0.275
O -3.493085 5.341324 5.414395 -0.005 0.024 -0.021 -0.540
H -3.945175 4.249184 3.104565 -0.004 -0.003 0.035 0.437
H -4.809764 5.526290 1.154420 -0.014 0.006 0.002 0.557
H -4.890321 9.161494 3.577670 -0.014 -0.003 -0.040 0.409
H -4.024311 7.878920 5.527626 0.014 -0.042 0.016 0.405
C 5.698571 -3.880490 2.972277 -0.050 -0.060 -0.006 -0.340
C 4.503835 -4.259644 2.526932 0.058 -0.024 0.038 -0.384
C 3.643144 -3.333512 1.750134 -0.046 0.026 -0.048 0.373
O 2.553681 -3.675991 1.343951 -0.026 -0.050 -0.025 -0.544
C 4.166255 -1.970311 1.486890 0.040 0.083 -0.008 -0.219
C 5.361217 -1.591339 1.932248 -0.062 0.003 -0.035 -0.342
C 6.222360 -2.516440 2.709702 0.073 0.038 0.019 0.331
O 7.312118 -2.172919 3.114292 -0.031 -0.015 -0.007 -0.547
H 6.341179 -4.540280 3.541263 0.031 0.034 0.001 0.405
H 4.105139 -5.249902 2.707405 -0.037 0.013 -0.021 0.427
H 3.523680 -1.311568 0.916291 -0.027 -0.050 -0.027 0.421
H 5.760027 -0.601440 1.750869 0.038 -0.013 0.020 0.417
```
Positions in Å, forces in eV/Å.

C24H23Cl2IN7SY | ωB97M-V/def2-TZVPD

The value obtained for the HOMO energy is -5.981 eV. As for the multiplicity: 1.

The geometry in XYZ format:
```
59
Properties=species:S:1:pos:R:3:forces:R:3:mulliken_charge:R:1
Y 0.406893 -0.452245 -0.040677 0.218 0.339 0.171 0.230
C 4.588717 0.569187 1.764307 -0.019 -0.028 0.030 -1.684
C 3.915209 1.130705 0.545013 0.079 0.019 -0.047 1.053
C 3.631582 2.487798 0.461166 0.019 0.008 0.046 -0.145
C 3.015099 3.018835 -0.665860 -0.057 0.039 -0.007 -1.100
C 2.646605 2.193794 -1.716819 0.100 0.050 -0.115 -0.120
C 2.963634 0.839240 -1.666705 -0.094 0.022 -0.012 -0.419
C 3.591859 0.315704 -0.545058 -0.022 0.007 0.135 -0.684
H 5.545557 1.063191 1.940276 0.005 0.003 0.005 0.455
H 4.765259 -0.499601 1.658838 0.005 -0.009 0.023 0.343
H 3.966723 0.718129 2.648665 0.009 -0.022 0.015 0.290
H 3.896706 3.137809 1.287868 0.018 0.001 -0.001 0.411
H 2.828135 4.086915 -0.722671 -0.007 -0.019 0.002 0.466
H 2.145057 2.591764 -2.588913 -0.024 -0.012 0.000 0.418
H 2.698248 0.199693 -2.495092 0.014 -0.002 0.001 0.401
H 3.850381 -0.737505 -0.512967 -0.005 -0.007 -0.001 0.376
C -3.169109 -2.123450 2.645136 0.080 -0.045 -0.040 -1.757
C -2.261401 -1.410537 1.690645 0.209 -0.249 0.304 0.809
N -1.010943 -1.698543 1.537271 -0.219 0.007 0.054 1.307
N -0.549866 -2.767318 2.236306 -0.211 -0.247 0.229 -1.511
C 0.751161 -2.918921 2.282127 0.106 -0.128 -0.006 0.509
N 1.169000 -4.041426 2.910294 -0.083 0.018 0.053 -0.404
S 2.007484 -1.881837 1.698626 0.184 0.079 0.017 -0.447
C -2.804665 -0.320622 0.870287 -0.164 0.488 -0.350 0.347
C -4.158374 0.020565 0.889306 0.212 -0.157 0.090 -0.982
C -4.615488 1.021121 0.052400 0.048 0.127 -0.129 -0.509
C -3.725156 1.653965 -0.800398 -0.107 -0.036 0.070 -0.979
C -2.398889 1.260272 -0.770391 0.109 0.014 -0.048 -0.155
N -1.944779 0.320329 0.055874 -0.167 -0.212 0.152 0.599
H -2.592558 -2.814597 3.250181 -0.027 0.009 -0.015 0.403
H -3.931886 -2.684896 2.101509 -0.022 -0.004 0.002 0.346
H -3.675977 -1.407141 3.293069 -0.026 0.019 -0.001 0.390
H 0.485187 -4.705026 3.229724 0.009 0.001 -0.002 0.222
H 2.148114 -4.245780 2.961794 0.006 -0.003 -0.016 0.176
H -4.847663 -0.499978 1.536253 0.023 -0.031 0.032 0.449
H -5.663133 1.291720 0.053260 -0.008 -0.001 0.000 0.420
H -4.048096 2.418116 -1.492237 0.010 0.006 -0.008 0.452
H -1.662663 1.667613 -1.455306 0.003 -0.009 -0.004 0.443
Cl 0.294817 -2.924341 -1.477825 -0.016 -0.252 0.054 -0.302
C -0.199225 -2.268919 -3.034404 -0.028 0.348 -0.118 1.057
C -0.558347 -3.097515 -4.065952 -0.027 0.011 -0.090 -0.771
C -0.981068 -2.527081 -5.264864 -0.018 -0.106 -0.019 -0.346
C -1.037892 -1.141017 -5.374028 0.027 0.008 0.041 -0.625
C -0.666291 -0.335462 -4.320032 0.078 -0.126 0.092 0.525
Cl -0.763850 1.397191 -4.488250 -0.024 0.166 -0.054 -0.255
C -0.198999 -0.831921 -3.062962 -0.218 -0.476 -0.504 -0.956
N 0.168823 -0.131083 -2.026581 0.060 0.463 0.168 -0.063
H -0.518614 -4.171366 -3.938749 -0.006 -0.014 -0.015 0.399
H -1.271041 -3.152030 -6.097356 0.004 -0.013 0.004 0.361
H -1.375736 -0.677948 -6.292148 -0.004 -0.003 -0.006 0.388
I -1.392052 3.063032 4.979207 0.083 -0.029 -0.138 0.122
C -0.476736 2.641105 3.176955 0.070 0.061 0.198 -0.716
C -0.251630 3.508788 2.130705 -0.165 -0.047 -0.037 -0.317
N 0.334463 2.788646 1.161943 0.060 0.127 0.042 0.250
N 0.546293 1.521670 1.531619 0.005 -0.186 -0.210 0.091
C 0.058850 1.414118 2.760074 -0.095 0.038 -0.003 -0.347
H -0.475001 4.555096 2.015646 -0.005 0.007 -0.013 0.464
H 0.704862 3.099424 0.275906 0.012 0.012 -0.007 0.086
H 0.102410 0.472568 3.283990 0.006 -0.026 -0.012 0.541
```
Positions in Å, forces in eV/Å.

> Which of these has the lowest HOMO energy?

C24H23BrO10